DFT (ωB97M-V/def2-TZVPD) results for 10 unconnected molecules or ions with the total composition C36H98N6O12 in a non-equilibrium geometry.

The value obtained for the HOMO-LUMO gap is 8.47 eV. The energy above the lowest of the compared OMol25 structures with the same formula, charge and spin comes out at 164.3 kJ/mol. The maximum force comes out at 3.5 eV/A. As for the SMILES: COC[C@H](C)N.COC[C@H](C)N.COC[C@H](C)N.COC[C@H](C)N.COCCNCCOC.COCCNCCOC.CCO.CCO.CCO.CCO. The HOMO energy is -8.32 eV. The LUMO energy comes out at 0.15 eV. The calculation puts the calculated total energy at -72422.3092 eV.

Last column: Mulliken charge in e.
Element x y z (Å)
1 C 7.048 3.128 3.525  -1.034
2 C 6.106 3.144 2.314  -0.168
3 O 6.743 2.556 1.247  -0.512
4 H 7.230 2.159 3.989  0.284
5 H 6.597 3.759 4.290  0.327
6 H 8.016 3.557 3.267  0.296
7 H 5.633 4.106 2.116  0.290
8 H 5.188 2.588 2.506  0.234
9 H 6.254 2.629 0.424  0.273
10 C 2.054 -4.702 3.111  -1.073
11 C 2.184 -3.406 3.951  -0.133
12 O 2.930 -3.702 5.160  -0.552
13 H 1.380 -4.566 2.265  0.329
14 H 1.559 -5.504 3.658  0.283
15 H 3.051 -5.007 2.792  0.285
16 H 1.204 -2.994 4.192  0.259
17 H 2.714 -2.633 3.394  0.294
18 H 2.795 -2.893 5.659  0.295
19 C -0.808 0.304 0.782  -0.647
20 C 0.281 1.144 0.102  -0.309
21 O 0.205 1.063 -1.304  -0.487
22 H -0.608 0.358 1.852  0.236
23 H -0.731 -0.716 0.406  0.184
24 H -1.740 0.785 0.485  0.225
25 H 1.285 0.774 0.308  0.255
26 H 0.214 2.201 0.358  0.279
27 H -0.500 1.579 -1.702  0.248
28 C 1.111 7.083 -3.417  -0.956
29 C 1.986 7.859 -2.451  -0.254
30 O 3.174 7.187 -2.054  -0.494
31 H 0.688 6.175 -2.988  0.245
32 H 1.652 6.644 -4.256  0.319
33 H 0.334 7.772 -3.749  0.299
34 H 1.365 8.062 -1.578  0.262
35 H 2.208 8.857 -2.828  0.269
36 H 3.355 7.587 -1.200  0.308
37 C 3.905 -6.048 -4.752  -0.760
38 O 2.974 -5.049 -4.889  -0.359
39 C 3.074 -4.039 -3.901  -0.634
40 C 2.375 -4.438 -2.606  -0.671
41 N 1.007 -3.947 -2.533  -0.274
42 C 0.105 -4.330 -3.620  -0.881
43 C -0.199 -5.828 -3.724  -0.485
44 O -1.338 -6.283 -2.947  -0.386
45 C -1.094 -6.111 -1.572  -0.631
46 H 3.664 -6.821 -5.481  0.253
47 H 3.854 -6.537 -3.779  0.327
48 H 4.913 -5.688 -4.960  0.338
49 H 2.641 -3.148 -4.355  0.441
50 H 4.142 -3.925 -3.713  0.367
51 H 2.957 -4.060 -1.765  0.367
52 H 2.355 -5.527 -2.638  0.312
53 H 1.025 -2.937 -2.505  0.228
54 H 0.595 -3.872 -4.479  0.558
55 H -0.859 -3.831 -3.521  0.422
56 H 0.686 -6.463 -3.687  0.368
57 H -0.398 -5.924 -4.792  0.324
58 H -2.005 -6.246 -0.990  0.301
59 H -0.771 -5.105 -1.303  0.211
60 H -0.391 -6.812 -1.122  0.264
61 C -1.472 4.285 -7.782  -0.751
62 O -2.152 4.167 -6.551  -0.271
63 C -2.360 2.837 -6.161  -0.622
64 C -3.353 2.738 -5.004  -0.678
65 N -2.836 3.498 -3.762  -0.271
66 C -3.907 3.513 -2.751  -0.710
67 C -3.551 4.620 -1.678  -0.642
68 O -3.458 5.857 -2.322  -0.284
69 C -3.443 6.913 -1.363  -0.816
70 H -0.513 3.784 -7.648  0.306
71 H -1.342 5.307 -8.138  0.243
72 H -1.963 3.741 -8.589  0.304
73 H -1.432 2.313 -5.933  0.391
74 H -2.861 2.322 -6.980  0.406
75 H -3.486 1.675 -4.808  0.313
76 H -4.248 3.239 -5.373  0.365
77 H -2.655 4.460 -4.012  0.279
78 H -4.085 2.590 -2.199  0.376
79 H -4.830 3.830 -3.235  0.376
80 H -2.565 4.427 -1.257  0.288
81 H -4.264 4.611 -0.854  0.501
82 H -3.527 7.858 -1.898  0.264
83 H -2.617 6.847 -0.655  0.310
84 H -4.324 6.854 -0.724  0.338
85 C -3.583 -4.764 4.405  -1.386
86 C -4.024 -4.780 5.900  0.501
87 C -2.798 -5.137 6.846  -0.719
88 O -2.154 -6.396 6.632  -0.319
89 C -0.838 -6.496 7.148  -0.684
90 N -4.609 -3.552 6.299  -0.761
91 H -4.386 -4.646 3.677  0.352
92 H -2.987 -5.640 4.150  0.322
93 H -2.918 -3.923 4.212  0.351
94 H -4.755 -5.581 6.009  0.280
95 H -3.115 -5.137 7.889  0.307
96 H -2.139 -4.274 6.745  0.370
97 H -0.289 -7.359 6.773  0.282
98 H -0.796 -6.474 8.237  0.300
99 H -0.195 -5.685 6.806  0.254
100 H -5.027 -3.715 7.204  0.270
101 H -5.469 -3.521 5.771  0.280
102 C 3.343 1.408 7.707  -1.482
103 C 1.861 1.139 7.998  0.415
104 C 0.987 1.802 6.935  -0.676
105 O -0.362 1.747 7.418  -0.333
106 C -1.351 2.214 6.391  -0.650
107 N 1.660 -0.292 8.069  -0.669
108 H 4.040 1.216 8.523  0.413
109 H 3.505 2.480 7.591  0.392
110 H 3.696 0.928 6.795  0.333
111 H 1.584 1.547 8.970  0.291
112 H 1.047 1.196 6.031  0.311
113 H 1.309 2.832 6.780  0.376
114 H -1.197 3.285 6.264  0.298
115 H -2.408 2.146 6.647  0.280
116 H -1.186 1.724 5.432  0.209
117 H 0.820 -0.396 8.620  0.250
118 H 2.372 -0.574 8.727  0.254
119 C -6.619 -1.788 -1.143  -1.368
120 C -7.973 -1.467 -0.603  0.604
121 C -8.192 -0.021 -0.204  -0.846
122 O -7.353 0.378 0.842  -0.340
123 C -7.492 -0.241 2.100  -0.781
124 N -8.942 -1.758 -1.696  -0.750
125 H -5.824 -1.402 -0.504  0.323
126 H -6.441 -1.337 -2.119  0.314
127 H -6.433 -2.852 -1.295  0.354
128 H -8.249 -2.043 0.280  0.297
129 H -9.224 0.064 0.136  0.397
130 H -8.226 0.631 -1.077  0.386
131 H -6.866 -1.131 2.153  0.288
132 H -8.489 -0.491 2.465  0.343
133 H -7.145 0.531 2.787  0.242
134 H -9.848 -1.378 -1.464  0.258
135 H -8.669 -1.290 -2.548  0.278
136 C 4.832 2.015 -5.590  -1.303
137 C 5.751 1.818 -4.362  0.444
138 C 7.106 2.566 -4.543  -0.699
139 O 7.908 2.239 -5.640  -0.367
140 C 8.461 0.960 -5.650  -0.686
141 N 5.008 2.351 -3.293  -0.619
142 H 4.226 2.922 -5.607  0.348
143 H 4.108 1.203 -5.654  0.360
144 H 5.393 2.027 -6.524  0.324
145 H 5.815 0.760 -4.104  0.259
146 H 7.763 2.345 -3.702  0.362
147 H 6.979 3.643 -4.654  0.299
148 H 7.729 0.157 -5.563  0.279
149 H 9.198 0.869 -4.852  0.310
150 H 9.017 0.892 -6.584  0.246
151 H 4.098 1.917 -3.241  0.230
152 H 4.824 3.330 -3.461  0.225